(1)
{"formula": "C17H28N6O6PtSe", "method": "wB97M-V/def2-TZVPD", "symbols": ["O", "H", "Pt", "N", "N", "N", "N", "O", "O", "O", "O", "C", "C", "C", "C", "C", "H", "H", "H", "C", "H", "H", "H", "C", "C", "H", "H", "H", "H", "H", "H", "H", "H", "C", "H", "H", "H", "O", "H", "H", "C", "N", "C", "Se", "N", "C", "C", "C", "C", "C", "C", "H", "H", "H", "H", "H", "H", "H", "H"], "coordinates": [[0.106, -1.720, -5.562], [-0.882, -1.766, -5.590], [-0.333, 0.165, -1.511], [1.083, -0.883, -2.400], [-0.979, -1.679, -1.159], [0.335, 2.052, -1.696], [-1.616, 1.232, -0.389], [2.164, -0.370, -2.762], [1.340, 2.414, -2.537], [-2.760, 0.639, 0.086], [-1.986, -1.889, -0.392], [-0.337, -2.664, -1.865], [0.839, -2.235, -2.510], [-0.262, 3.008, -0.974], [-1.379, 2.534, -0.213], [1.830, -3.087, -3.238], [1.994, -2.681, -4.246], [1.469, -4.129, -3.338], [2.789, -3.115, -2.687], [-0.958, -4.023, -1.874], [-1.949, -3.999, -2.356], [-1.075, -4.423, -0.855], [-0.329, -4.718, -2.439], [0.294, 4.386, -0.879], [-2.198, 3.344, 0.728], [0.961, 4.588, -1.714], [0.851, 4.503, 0.054], [-0.522, 5.110, -0.872], [-2.767, 2.727, 1.421], [-2.894, 3.962, 0.161], [-1.550, 4.011, 1.292], [1.829, 1.593, -2.826], [-2.612, -0.379, -0.055], [-1.734, 0.372, -2.990], [-1.159, -0.052, -3.821], [-1.988, 1.415, -3.213], [-2.624, -0.240, -2.798], [1.799, 0.914, -5.384], [1.562, 0.085, -5.860], [0.942, 1.269, -5.120], [-1.317, -0.149, 2.618], [0.066, -0.231, 3.050], [1.196, -0.116, 2.265], [1.537, 0.169, 0.500], [2.255, -0.240, 3.137], [1.804, -0.408, 4.453], [2.529, -0.484, 5.642], [1.764, -0.577, 6.824], [0.350, -0.570, 6.792], [-0.357, -0.467, 5.574], [0.417, -0.393, 4.402], [-1.944, -0.328, 3.499], [-1.507, -0.920, 1.861], [-1.525, 0.852, 2.216], [3.228, -0.203, 2.887], [3.624, -0.470, 5.624], [2.257, -0.653, 7.795], [-0.221, -0.639, 7.730], [-1.452, -0.444, 5.514]], "forces_ev_per_a": [[-0.8, 0.0, 0.1], [0.7, 0.0, 0.0], [-0.5, 1.0, 2.2], [-0.8, -2.8, -0.7], [1.4, -1.5, -1.6], [-0.4, -0.1, 0.1], [0.1, -0.4, -0.2], [0.8, 0.6, -0.3], [0.9, 0.2, -0.8], [-0.3, -0.6, 0.1], [-0.8, -0.1, 0.1], [-2.2, 1.5, 1.8], [0.8, 2.0, -0.8], [-0.2, -0.8, 0.3], [0.5, -0.7, -0.5], [0.1, -0.4, 0.2], [0.1, -0.1, 0.4], [0.2, 0.6, 0.1], [-0.3, 0.1, -0.3], [0.3, -0.4, 0.0], [0.3, 0.1, 0.3], [-0.1, 0.2, -0.3], [-0.2, 0.1, 0.1], [-0.3, 0.1, 0.0], [0.0, 0.3, -0.2], [0.0, 0.0, 0.0], [0.1, 0.0, 0.0], [0.1, 0.1, 0.0], [0.0, -0.1, -0.1], [-0.2, 0.1, 0.1], [0.0, 0.1, 0.1], [-0.6, 0.2, 0.5], [0.1, 1.0, 0.1], [0.6, -0.5, -1.0], [-0.5, 0.1, -0.3], [0.1, -0.3, 0.4], [0.3, 0.2, 0.2], [-0.4, -0.6, -0.7], [0.2, 0.8, 0.7], [0.1, 0.0, 0.0], [0.0, 0.1, -0.3], [0.8, 0.1, -0.1], [-0.1, -0.4, 1.9], [0.2, 0.0, -0.3], [-0.9, -0.1, 0.6], [0.7, 0.3, -0.1], [-0.7, -0.1, 0.4], [0.0, 0.0, -0.5], [-0.2, 0.0, -0.6], [0.6, -0.1, -0.1], [-0.2, 0.1, 0.2], [0.1, 0.0, -0.4], [-0.1, 0.3, 0.1], [0.0, -0.4, 0.0], [-0.1, 0.0, -0.4], [-0.5, 0.0, 0.2], [-0.1, 0.0, -0.4], [0.4, 0.0, -0.5], [0.6, 0.0, 0.3]], "fmax_ha_per_bohr": 0.06299, "de_lowest_kj_mol": 0.0, "spin_multiplicity": 3, "e_homo_ev": [-5.79, -6.80]}

***

(2)
{"formula": "C17H28NO2", "method": "wB97M-V/def2-TZVPD", "symbols": ["C", "C", "C", "C", "C", "C", "C", "N", "C", "C", "C", "C", "C", "O", "C", "C", "C", "C", "O", "C", "H", "H", "H", "H", "H", "H", "H", "H", "H", "H", "H", "H", "H", "H", "H", "H", "H", "H", "H", "H", "H", "H", "H", "H", "H", "H", "H", "H"], "coordinates": [[-0.790, 4.240, 2.550], [-1.638, 3.214, 1.828], [-1.839, 3.371, 0.175], [-1.299, 2.044, -0.628], [-2.381, 1.136, -1.464], [-3.996, 1.475, -1.597], [-1.808, -0.213, -2.213], [-0.352, -0.625, -2.175], [0.090, -1.907, -2.849], [0.376, -2.997, -1.629], [-0.572, -2.787, -0.309], [-0.226, -3.892, 0.898], [0.198, -3.140, 2.320], [1.627, -3.275, 2.641], [2.483, -2.679, 1.600], [0.726, 0.188, -1.438], [0.277, 1.576, -0.638], [1.489, 2.407, 0.138], [2.812, 2.235, -0.548], [3.871, 2.235, 0.510], [0.297, 3.993, 2.977], [-1.314, 5.293, 2.709], [-2.178, 2.345, 2.441], [-3.014, 3.525, 0.038], [-1.310, 4.379, -0.129], [-4.055, 2.646, -1.822], [-4.358, 0.920, -2.577], [-4.608, 1.193, -0.637], [-2.557, -0.899, -2.808], [1.054, -1.722, -3.529], [-0.771, -2.299, -3.573], [1.541, -2.983, -1.396], [0.157, -4.082, -2.074], [-0.457, -1.731, 0.217], [-1.709, -2.888, -0.647], [0.580, -4.679, 0.571], [-1.258, -4.423, 1.124], [-0.063, -2.000, 2.343], [-0.434, -3.642, 3.193], [3.601, -2.712, 2.011], [2.200, -1.562, 1.340], [2.495, -3.337, 0.604], [1.842, -0.219, -1.455], [1.227, 3.541, 0.297], [1.641, 1.913, 1.213], [4.939, 2.402, 0.010], [3.610, 3.157, 1.211], [3.854, 1.268, 1.178]], "forces_ev_per_a": [[-1.6, -1.6, -1.1], [1.8, 1.4, 0.8], [-1.8, 0.6, 1.5], [0.7, -2.7, -1.6], [3.6, -1.6, 0.2], [1.5, 0.5, -0.9], [1.6, 2.6, 2.0], [-0.8, 3.9, 1.5], [0.0, -1.2, -0.2], [0.3, -0.7, -0.6], [0.1, -0.2, 0.4], [-1.1, 0.7, 0.1], [-0.4, -0.6, 0.1], [-0.7, 1.0, -1.9], [1.1, -0.4, -0.2], [-3.9, 2.0, 0.5], [-1.4, -2.2, -1.9], [0.2, -1.0, 0.6], [-1.1, -0.2, 2.1], [0.1, 1.1, 0.5], [-3.3, 0.2, 0.5], [2.2, -1.6, -1.7], [2.3, 1.0, -1.9], [2.6, -0.6, -0.4], [-0.9, -2.3, 0.4], [0.0, -2.7, 0.6], [0.5, 1.1, 2.3], [1.3, 0.5, -2.0], [1.9, 1.4, 1.3], [-2.2, -0.2, 1.7], [1.8, 1.1, 1.8], [-2.6, 0.1, -0.2], [0.5, 2.4, 1.0], [-0.1, -2.0, -1.4], [2.5, 0.2, 0.7], [-1.6, 1.6, 0.7], [2.3, 0.8, -0.5], [0.3, -1.9, -0.4], [1.7, 1.0, -1.8], [-2.6, 0.1, -0.8], [0.3, -2.1, 0.6], [-0.2, 1.4, 2.1], [-2.8, 1.0, -0.1], [0.4, -2.2, -0.6], [-0.8, 1.0, -2.2], [-2.6, -0.5, 1.0], [0.9, -1.9, -1.3], [0.0, 1.7, -1.5]], "fmax_ha_per_bohr": 0.08640, "charge": 1, "smiles": "C=CCc1c(C)c[n+](CCCCCOC)cc1COC", "de_lowest_kj_mol": 1730.1, "e_homo_ev": -10.61}

***

(3)
{"formula": "C17H28NO2P2Tl", "method": "wB97M-V/def2-TZVPD", "symbols": ["Tl", "P", "C", "C", "N", "C", "C", "C", "C", "C", "P", "H", "H", "H", "H", "H", "H", "H", "H", "O", "H", "H", "O", "H", "C", "H", "H", "H", "C", "H", "H", "H", "C", "H", "H", "H", "C", "H", "H", "H", "C", "C", "C", "C", "C", "C", "H", "H", "H", "H", "H"], "coordinates": [[0.398, 1.304, 0.963], [2.477, -0.431, 0.345], [2.546, -0.669, -1.394], [1.396, -0.935, -2.126], [0.162, -0.480, -1.604], [-1.064, -0.993, -1.864], [-1.164, -1.957, -2.836], [0.011, -2.282, -3.524], [1.279, -1.790, -3.241], [-2.215, -0.565, -0.983], [-2.152, 1.159, -0.280], [2.207, -2.177, -3.675], [-2.153, -2.377, -3.073], [-0.058, -2.993, -4.331], [-3.152, -0.620, -1.540], [-2.279, -1.272, -0.142], [4.310, 3.189, -4.062], [3.487, -0.937, -1.865], [-0.446, 2.848, -2.276], [4.490, 3.137, -3.127], [4.882, 2.256, -3.014], [0.106, -0.138, -0.585], [0.493, 3.154, -2.283], [0.915, 2.661, -3.039], [-2.782, 2.098, -1.715], [-3.845, 1.898, -1.870], [-2.630, 3.164, -1.498], [-2.263, 1.801, -2.630], [-3.614, 1.114, 0.816], [-3.651, 2.068, 1.359], [-4.522, 1.001, 0.209], [-3.541, 0.285, 1.534], [2.164, -2.010, 1.172], [3.111, -2.533, 1.343], [1.695, -1.809, 2.139], [1.495, -2.634, 0.576], [4.218, -0.051, 0.809], [4.209, 0.275, 1.864], [4.821, -0.967, 0.691], [4.592, 0.769, 0.172], [-1.579, -0.755, 5.083], [-1.335, -1.644, 4.020], [-0.950, -1.123, 2.775], [-0.813, 0.236, 2.666], [-1.068, 1.160, 3.667], [-1.457, 0.639, 4.930], [-1.879, -1.146, 6.062], [-1.452, -2.718, 4.162], [-0.767, -1.798, 1.941], [-0.968, 2.247, 3.520], [-1.661, 1.341, 5.761]], "forces_ev_per_a": [[-0.3, 1.1, 1.6], [1.6, 0.4, -0.3], [0.4, -0.8, -0.1], [-1.9, 0.1, 0.4], [0.1, -0.6, 2.4], [-0.2, -0.2, -0.1], [-0.3, 0.5, -0.4], [0.3, -0.4, -0.8], [-0.1, 0.2, 0.7], [0.1, 0.1, 0.0], [-0.7, -0.4, -0.7], [-0.6, 0.2, -0.2], [0.7, 0.1, 0.0], [-0.1, -0.2, -0.1], [0.1, -0.3, 0.0], [0.0, 0.1, -0.1], [0.0, 0.2, -0.6], [0.1, 0.4, 0.0], [1.1, 0.5, -0.2], [0.0, -0.7, 0.6], [0.0, 0.5, -0.1], [0.8, -0.5, -2.7], [-0.4, -1.4, -0.8], [-0.6, 0.9, 1.1], [0.1, 0.2, 0.1], [0.1, 0.1, 0.1], [-0.1, -0.2, -0.3], [0.1, 0.2, 0.1], [0.1, 0.0, 0.2], [-0.1, -0.3, -0.1], [0.2, 0.0, 0.2], [0.0, 0.3, -0.1], [-0.4, -0.4, 0.2], [-0.2, 0.1, -0.2], [0.0, -0.1, 0.0], [0.0, 0.0, 0.1], [-0.5, 0.3, 0.0], [0.2, -0.2, -0.4], [-0.2, 0.4, 0.1], [-0.1, -0.4, 0.4], [0.0, 0.2, 0.1], [-0.2, 0.7, 0.2], [-0.1, -0.7, 0.5], [0.7, 1.3, -0.5], [-0.3, -0.4, 1.2], [0.0, 0.1, -0.6], [0.2, 0.1, -0.4], [0.0, 0.3, 0.0], [0.1, 0.0, 0.1], [0.0, -0.6, 0.1], [0.1, -0.7, -0.6]], "fmax_ha_per_bohr": 0.05582, "charge": 2, "de_lowest_kj_mol": 242.9, "e_homo_ev": [-14.22, -13.78]}

***

(4)
{"formula": "C17H29Cl12NO5", "method": "wB97M-V/def2-TZVPD", "symbols": ["C", "C", "N", "C", "C", "C", "C", "C", "O", "O", "O", "C", "O", "C", "C", "C", "C", "O", "C", "H", "H", "H", "H", "H", "H", "H", "H", "H", "H", "H", "H", "H", "H", "H", "H", "H", "H", "H", "H", "H", "H", "H", "H", "H", "Cl", "C", "Cl", "Cl", "H", "Cl", "C", "Cl", "Cl", "H", "Cl", "C", "Cl", "Cl", "H", "Cl", "C", "Cl", "Cl", "H"], "coordinates": [[2.999, 3.451, 0.723], [1.460, 3.621, 0.282], [1.328, 3.404, -1.194], [0.578, 2.171, -1.526], [1.036, 0.868, -0.703], [1.198, -0.338, -1.746], [0.671, -1.756, -1.123], [1.908, -2.727, -0.852], [2.363, -3.554, -1.678], [2.547, -2.572, 0.429], [-0.864, 2.392, -1.459], [-1.566, 1.633, -2.428], [-1.484, 1.822, -3.673], [-2.598, 0.466, -1.983], [-3.074, 0.622, -0.441], [-3.768, -0.737, 0.107], [-5.223, -0.443, 0.720], [-5.288, -1.001, 2.072], [-5.183, 0.070, 3.037], [3.676, 4.211, 0.181], [3.156, 3.617, 1.855], [3.433, 2.423, 0.489], [1.213, 4.736, 0.465], [0.728, 3.032, 0.926], [0.710, 4.177, -1.516], [0.811, 1.943, -2.635], [0.174, 0.636, 0.030], [2.013, 0.991, -0.133], [2.296, -0.507, -2.002], [0.627, -0.195, -2.725], [0.035, -1.592, -0.175], [0.018, -2.249, -1.924], [2.667, -3.447, 0.856], [-3.531, 0.624, -2.625], [-2.184, -0.566, -2.227], [-2.128, 0.874, 0.160], [-3.797, 1.518, -0.398], [-3.759, -1.482, -0.757], [-3.098, -1.160, 0.945], [-6.088, -0.845, 0.088], [-5.358, 0.693, 0.831], [-5.052, -0.413, 4.064], [-6.103, 0.745, 2.992], [-4.259, 0.718, 2.856], [-0.807, 0.739, 2.904], [0.576, 1.447, 3.752], [2.085, 1.063, 2.911], [0.380, 3.199, 3.908], [0.622, 1.018, 4.751], [7.062, -1.565, -0.436], [5.573, -1.570, -1.395], [5.397, -0.048, -2.280], [5.556, -2.943, -2.508], [4.729, -1.670, -0.714], [7.021, -1.785, 4.548], [6.024, -1.738, 3.088], [5.618, -3.378, 2.560], [4.555, -0.792, 3.366], [6.595, -1.255, 2.298], [-5.804, -4.542, -2.213], [-4.848, -3.346, -3.100], [-5.539, -1.729, -2.903], [-3.161, -3.376, -2.563], [-4.875, -3.602, -4.157]], "forces_ev_per_a": [[0.3, 0.2, 0.4], [1.1, 1.4, 0.8], [-2.1, -0.5, 0.9], [2.2, -0.3, -1.6], [-0.9, -0.1, -0.6], [-0.1, -1.1, 0.7], [0.4, 0.0, -0.2], [1.0, -2.1, -1.4], [-1.9, 3.1, 3.1], [-1.5, -0.2, -1.4], [-0.7, -1.8, -1.1], [-0.9, -0.5, -3.6], [0.4, -0.2, 4.9], [-0.6, 1.5, 1.1], [0.7, -0.4, -0.7], [0.5, 0.8, -0.1], [0.5, 0.2, 0.2], [-0.1, 1.4, -0.5], [0.3, -0.1, 0.5], [-1.3, -1.1, 0.7], [-0.4, -0.2, -1.8], [-0.7, 1.3, 0.2], [0.3, -1.7, -0.1], [1.0, 0.5, -0.9], [0.8, -0.8, -0.1], [-0.4, 0.5, 1.7], [1.5, 0.3, -1.0], [-1.5, 0.1, -0.7], [-1.4, 0.5, 0.1], [0.8, 0.1, 1.4], [1.2, -0.3, -1.4], [1.1, 0.4, 1.3], [0.2, 0.5, -0.7], [1.5, -0.3, 0.6], [-0.2, 1.4, 0.4], [-1.6, -0.3, -0.7], [1.2, -1.4, 0.1], [-0.3, 0.9, 1.4], [-1.2, 0.6, -1.2], [1.3, 0.3, 0.9], [0.1, -1.6, -0.5], [-0.4, 0.7, -1.4], [1.1, -0.9, 0.2], [-1.1, -0.8, 0.1], [0.1, 0.0, 0.1], [0.1, 0.0, 0.0], [-0.3, 0.0, 0.2], [0.0, -0.2, 0.0], [0.0, 0.1, -0.2], [0.0, 0.0, 0.0], [-0.1, -0.2, -0.1], [0.0, -0.1, 0.1], [0.0, 0.2, 0.2], [0.2, 0.0, -0.1], [-0.1, 0.0, -0.1], [0.0, 0.0, 0.1], [0.0, 0.1, 0.0], [0.2, -0.2, -0.1], [-0.1, -0.1, 0.1], [0.1, 0.1, -0.1], [-0.1, -0.1, 0.0], [0.0, -0.1, -0.1], [-0.1, -0.1, -0.1], [0.0, 0.1, 0.2]], "fmax_ha_per_bohr": 0.09475, "smiles": "CCN[C@@H](CCCC(=O)O)OC(=O)CCCCOC.ClC(Cl)Cl.ClC(Cl)Cl.ClC(Cl)Cl.ClC(Cl)Cl", "de_lowest_kj_mol": 313.0, "e_homo_ev": -9.53}